(1)
Entry from OMol25: an isolated molecule of C18H20F3N3O2 at a distorted geometry (ωB97M-V with the def2-TZVPD basis set).

Structure (XYZ):
```
46
Properties=species:S:1:pos:R:3:lowdin_charge:R:1
H 1.60801 -1.70216 5.80243 0.1166
H 2.64251 -0.43068 -0.63739 0.1219
C 2.23578 0.56642 -0.76366 -0.0855
N 2.38897 0.65526 1.66537 0.0044
H -0.49283 0.58987 -5.08953 0.1467
C 1.39423 -0.64308 3.25197 -0.1951
H 0.27198 0.67683 2.05806 0.1337
F 0.27409 3.67110 -4.22056 0.1371
H -2.49303 -3.06917 5.97137 0.1092
H 2.35233 3.49529 -0.16539 0.1254
H 3.34225 -1.20967 4.19273 0.1217
O -1.57227 3.11654 -1.73470 0.0465
C 0.73114 0.46482 -1.04002 -0.1682
C -0.87490 2.12741 -1.95041 -0.3985
H 3.64617 1.68365 0.45431 0.1361
H -0.09929 3.59438 -0.01356 0.1341
C -1.65583 -2.56097 5.49105 -0.1024
C 0.62393 -1.76459 5.32831 -0.0015
H -0.22866 -2.66169 7.07357 0.1038
H -2.21187 1.61761 -3.55333 0.1146
C -0.90299 -1.44207 3.48825 -0.0311
H 0.78832 1.10923 -3.89159 0.1167
C 0.35796 2.59517 0.15860 -0.1339
C 1.84374 2.77371 0.48840 -0.1016
H 2.73540 1.02872 -1.62003 0.1195
N 1.15202 0.16484 2.14582 0.1042
C -1.91492 -2.10923 4.20335 -0.0679
C -0.19850 1.34039 -4.30218 -0.0617
H -1.42392 0.22598 -2.84629 0.1174
C 3.43954 0.12713 2.44807 -0.4772
C 0.36263 -1.29374 4.03379 -0.1791
N 0.08528 1.74384 -0.99505 -0.0405
C -0.42483 -2.38164 6.04812 -0.0790
H 0.26076 -0.21454 -0.32101 0.1179
C -1.27144 1.26253 -3.16110 -0.0693
H -1.17533 -1.14626 2.48771 0.1037
C -0.12906 2.66924 -5.03650 -0.5903
H 1.94500 3.16201 1.50328 0.1238
F -1.37733 2.92015 -5.51321 0.1198
F 0.72942 2.65208 -6.09561 0.1180
H 0.62412 0.00770 -2.00645 0.0994
H -0.15070 2.21354 1.05638 0.1083
C 2.75140 -0.67065 3.44736 0.0625
O 4.62060 0.17728 2.30161 0.0654
C 2.60915 1.45007 0.46163 -0.2457
H -2.87691 -2.24055 3.73819 0.0999
```

The relative energy (zero: lowest compared OMol25 entry of this formula, charge and spin) is 1.315 eV. As for the SMILES: O=C(CCC(F)(F)F)N1CCC(n2[nH]c(-c3ccccc3)cc2=O)CC1. The value obtained for the total energy is -35708.444 eV.

***

(2)
Entry from OMol25: a structure of composition C18H20F4N7O4SZr at a distorted geometry (ωB97M-V with the def2-TZVPD basis set).

Structure (XYZ):
```
55
Properties=species:S:1:pos:R:3:lowdin_charge:R:1
H 3.65628 3.54280 -2.62456 0.1319
H 0.43336 -3.08233 4.02582 0.0915
N 2.62604 0.32958 -0.27649 0.0010
N 4.21837 0.97014 -1.72908 0.1861
N 4.51110 -0.22701 -1.16497 0.0848
Zr 0.26752 0.22963 -0.07866 1.8637
H 5.35160 -0.72162 -1.42043 0.1791
H 3.51458 0.88091 4.25579 0.0917
H 1.14942 -2.06259 1.86340 0.1093
C -0.26496 0.77734 3.04778 -0.1680
S -0.00611 -1.22828 -2.13630 0.3830
N 0.93339 2.21509 -1.19826 0.0194
C 0.53143 -1.51766 2.58282 -0.2393
H 0.36280 2.65512 2.14810 0.1194
H -0.96809 3.02195 -1.29364 0.1143
F -4.65900 -1.29432 0.13256 0.1283
H 0.21014 -1.48848 4.73298 0.0843
H 1.82551 -2.03834 4.26119 0.0769
C 3.07782 1.25874 -1.17017 -0.3179
O 1.19417 -0.46763 -2.48170 -0.3168
N 1.75465 4.37113 -2.73384 0.1285
C 2.20687 2.36434 -1.57160 -0.1792
H 2.05924 0.12626 4.88494 0.0693
C -3.26599 2.52379 0.64739 -0.1558
O -0.53243 -2.20255 -3.00601 -0.1940
H 2.42044 1.20688 2.04236 0.0945
C 2.15083 0.37872 2.70038 -0.2385
F -5.41883 3.35279 0.31386 0.1212
H 2.03051 1.80373 4.34339 0.0816
C 2.61812 3.44490 -2.33387 -0.0268
C 0.77277 -2.04764 3.98418 -0.0609
C 0.48790 4.21119 -2.37082 -0.0613
H -1.29333 2.63392 2.72596 0.1326
C -4.23629 -0.04419 0.29191 -0.1991
C 0.06175 3.13969 -1.59744 -0.0491
F -2.02504 -0.84419 0.66997 0.0334
C -4.61179 2.29766 0.39306 -0.1982
H -6.16072 0.86501 -0.00041 0.1491
H -0.50552 -1.70169 2.29963 0.1073
F -2.81735 3.77453 0.79282 0.1116
O 0.30539 -1.76271 -0.69548 -0.4671
H -1.18301 0.18899 3.09544 0.1315
C -2.90582 0.19002 0.55826 -0.1509
C -5.11222 1.02319 0.20799 0.1047
C 2.43292 0.81355 4.13223 -0.0684
H 3.57218 -1.54642 0.20927 0.1533
N -0.98463 1.58377 0.90569 -0.1951
H 2.80430 -0.44635 2.41183 0.1052
H -0.22670 4.95482 -2.69946 0.1254
C 3.56421 -0.60833 -0.32166 -0.1000
N 0.75754 -0.05377 2.34333 -0.2430
H 0.03734 0.98413 4.07286 0.1143
O -1.00507 -0.11390 -1.70779 -0.4340
C -0.53088 2.02839 2.23244 -0.1777
C -2.38235 1.45991 0.73241 -0.1870
```

The relative energy (zero: lowest compared OMol25 entry of this formula, charge and spin) is 0.286 eV. As for the net charge: +1. The value obtained for the total energy is -60594.052 eV.

***

(3)
Entry from OMol25: the ion C18H20FN2 with charge +1 at a distorted geometry (ωB97M-V with the def2-TZVPD basis set).

Structure (XYZ):
```
41
Properties=species:S:1:pos:R:3:lowdin_charge:R:1
C -0.12514 -0.53793 0.53190 -0.1809
H -0.80649 2.15922 1.09213 0.0980
H -2.93404 2.98737 2.00049 0.1123
C -2.80657 1.91804 1.83850 -0.0568
C 3.81252 0.35078 2.03761 -0.2354
N 0.80184 -0.61939 -3.01250 0.1070
C -3.85771 1.04039 2.11952 -0.0625
C -2.43552 -0.81615 1.48988 -0.0279
C 3.36853 -0.96570 2.04990 0.0086
H 1.81380 -2.73046 -2.09806 0.1037
H -1.95309 1.26308 -3.31906 0.1370
H 3.31212 2.44314 1.83610 0.1277
H -1.95570 -0.47625 -2.94227 0.1376
H 1.64100 -2.20665 1.79508 0.1248
H 1.05571 -2.71196 -0.49863 0.0967
C 0.68385 -0.96902 -1.73133 -0.2266
C -1.38024 0.06044 1.18212 -0.1855
C 2.04051 -1.19169 1.70341 -0.0484
C -1.34902 0.43958 -2.92136 -0.1467
F 5.11847 0.59938 2.40356 0.0485
H 1.54541 -1.07874 -3.52535 0.1624
H -4.48029 -1.02871 2.12604 0.1127
N -0.16420 -0.33016 -0.91683 0.0413
C -1.00086 0.72624 -1.47889 -0.1224
C 2.98580 1.41576 1.69373 0.0201
H -0.31146 -0.13987 -4.71570 0.1363
C -3.66790 -0.33131 1.92242 -0.0631
H -1.95144 0.79366 -0.94287 0.1292
H -4.82480 1.41722 2.46025 0.1144
C 1.70960 1.13750 1.17484 -0.0132
C 1.22993 -0.17539 1.15971 -0.1707
C -1.57572 1.43780 1.36863 -0.0527
H 0.39380 1.26444 -3.88284 0.1366
C 1.55114 -2.08943 -1.24861 0.0431
H 4.02426 -1.78501 2.35613 0.1333
H 2.48512 -1.71241 -0.81623 0.1080
H -0.22879 -1.61491 0.69567 0.1264
H -2.29092 -1.89365 1.36135 0.1192
C -0.09209 0.28875 -3.73039 -0.1438
H -0.48842 1.70522 -1.39667 0.1501
H 1.10696 1.95677 0.77860 0.1020
```

The relative energy (zero: lowest compared OMol25 entry of this formula, charge and spin) is 0.520 eV. As for the net charge: +1. As for the SMILES: CC1=[NH+]CCCN1[C@H](c1ccccc1)c1ccc(F)cc1. The value obtained for the total energy is -24682.746 eV.

***

(4)
Entry from OMol25: an isolated molecule of C18H20FN5O3S (ωB97M-V with the def2-TZVPD basis set).

Structure (XYZ):
```
48
Properties=species:S:1:pos:R:3:lowdin_charge:R:1
N -0.57714 0.22850 0.37383 0.1094
H 1.70772 -5.19855 1.40769 0.1335
O 2.49658 2.80303 0.65084 0.0408
C 0.65727 -4.95881 1.61179 -0.1743
H -1.08025 -5.94658 2.41397 0.1175
H 1.16096 -5.84270 -0.84631 0.1310
C -0.73295 1.46901 -0.17932 -0.2916
H -1.65936 -6.66635 -0.00149 0.1200
H -0.51025 -7.67337 -0.88984 0.1120
H -1.48016 -1.65363 0.89084 0.0688
H 1.85614 8.39208 -0.01058 0.1041
F -1.42736 6.01889 -3.22727 0.0898
S 0.74308 -1.66603 1.66401 1.0096
C 0.10678 -5.62654 -0.64114 -0.1393
C 1.53238 2.05610 0.54476 -0.4178
C -0.59905 -6.88585 -0.14097 -0.1707
H 0.63789 -4.13501 2.32299 0.0730
C 0.74602 6.61037 -0.39601 -0.0221
H 1.05099 -7.63240 1.02387 0.1131
O -1.27180 -3.29345 -0.93819 0.0592
H -0.52793 -8.20253 1.57134 0.1091
N 0.03425 -4.58345 0.36429 -0.0677
H 2.45451 0.45274 1.47152 0.1510
H -2.14834 2.62776 -1.05133 0.0691
C -0.84035 -2.46322 1.24427 -0.3361
C 1.16940 7.89604 -0.67893 -0.0794
H 1.09336 6.11737 0.50024 0.1217
C 0.28486 2.41038 -0.06529 -0.0839
C -0.03938 -6.19214 2.19247 -0.1714
C -0.59229 6.62915 -2.37107 -0.2149
H -2.57346 0.93748 -0.77648 0.1121
C 0.53419 -0.08601 0.93436 -0.6261
C -0.71117 -3.48818 0.12301 -0.5177
H -0.53508 8.39290 -3.56278 0.1194
H 1.25079 4.10280 -0.44396 0.1307
N 1.59223 0.74672 1.02928 0.1341
C 0.71326 8.54687 -1.81400 -0.0741
N 0.30355 3.73764 -0.53227 0.1583
N -1.87932 1.66187 -0.84075 0.1805
C -0.14510 5.95205 -1.23984 -0.0673
C -0.16852 7.91181 -2.66978 -0.0014
C 0.01139 -7.33686 1.18373 -0.2056
H -0.36589 -5.24757 -1.54812 0.1211
H 1.04417 9.55013 -2.03438 0.1062
H -1.23973 -2.90409 2.15685 0.0854
O -1.85950 4.32285 -0.98608 0.0606
H 0.44966 -6.48020 3.12379 0.1121
C -0.66704 4.58898 -0.91358 -0.3920
```

The relative energy (zero: lowest compared OMol25 entry of this formula, charge and spin) is 0.213 eV. As for the SMILES: Nc1nc(SCC(=O)N2CCCCC2)[nH]c(=O)c1NC(=O)c1ccccc1F. The value obtained for the total energy is -46138.672 eV.

***

(5)
Entry from OMol25: a structure of composition C18H20GeN3O4V at a distorted geometry (ωB97M-V with the def2-TZVPD basis set).

Structure (XYZ):
```
47
Properties=species:S:1:pos:R:3:lowdin_charge:R:1
H 0.79650 2.25640 -1.51307 0.0680
H -5.15701 -4.53465 0.64178 0.1295
C 1.57033 3.53062 2.99685 0.0002
H 0.69718 3.81764 3.57019 0.1298
H 4.68980 2.45428 0.96207 0.1345
O 2.55673 1.03597 0.53119 -0.1362
H 2.89570 -0.91136 -1.66397 0.0535
H 2.59051 -1.87163 -3.02928 0.0754
N 0.10041 0.66292 1.24498 -0.0417
C 2.62827 2.06537 1.37730 -0.2689
N -1.10784 -0.56707 3.16585 0.2428
C -4.55690 -2.54090 1.07670 0.0276
C -2.05853 -3.32381 0.11968 0.0006
H -1.08150 -3.60862 -0.24605 0.1251
H -2.93679 -5.23822 -0.20474 0.1220
Ge 0.78260 -0.08757 -3.05790 0.8543
C -4.33966 -3.82579 0.62727 -0.0030
V 1.33015 0.04602 -0.31560 0.9336
C -2.24387 -2.00820 0.60620 -0.0982
H -1.38263 -1.30836 -2.56120 0.0154
C -3.51908 -1.61485 1.07654 -0.2564
O -1.89135 -1.31095 3.40541 0.2501
C 3.82101 2.75998 1.52859 0.0275
C -3.08599 -4.22646 0.14415 -0.0389
H 1.62083 -2.19162 -1.62370 0.0427
C 0.79163 1.16879 -1.44895 -0.1588
H -5.52889 -2.22189 1.42717 0.1394
C 1.67951 0.97955 -4.40449 -0.1747
H -3.12990 0.25958 1.30846 0.1000
H -1.63040 -0.06626 -3.81083 0.0439
C 3.87019 3.83023 2.40056 -0.0073
N -1.06817 -0.06516 1.42647 -0.0084
O -0.14591 -1.29148 -0.24793 -0.1085
C 1.48462 2.43695 2.11249 -0.1313
C 2.74572 4.22212 3.13513 -0.0339
H 2.80810 5.06165 3.81247 0.1249
C 0.28571 1.67791 2.03851 -0.0056
C -1.12002 -1.11103 0.55807 -0.3455
C -0.95656 -0.83926 -3.44525 -0.1708
H 4.79797 4.37450 2.51631 0.1292
O -3.82558 -0.37915 1.51372 0.0930
C 2.05225 -1.38137 -2.21527 -0.2019
H -0.52207 1.95651 2.71169 0.1475
H -0.84710 -1.59403 -4.22467 0.0464
H 1.84916 0.35298 -5.28075 0.0461
H 2.63817 1.34951 -4.04579 0.0426
H 1.05274 1.82023 -4.69633 0.0441
```

The relative energy (zero: lowest compared OMol25 entry of this formula, charge and spin) is 0.946 eV. As for the net charge: +2. The value obtained for the total energy is -113835.128 eV.